Record 1
40
Properties=species:S:1:pos:R:3:forces:R:3 method="wB97M-V/def2-TZVPD" homo_energy_ev=0.285 relative_energy_kj_mol=215.82 charge=-2 total_energy_ha=-10831.7532 multiplicity=1 e_lumo_ev=3.3
Cs 1.367957 0.952084 -0.165421 -0.9695 -0.3316 -1.6940
Te -1.643344 2.968817 0.831843 -0.5485 0.1348 -0.2008
Br 3.734525 -1.668758 -1.331544 0.2017 -0.1107 0.1678
Se -3.804304 -0.248936 1.545292 -0.0027 0.5018 -0.1122
Se -1.710070 4.919290 -0.772076 0.0469 -0.3152 0.1082
Se -4.030264 1.921551 0.525676 0.3096 -0.3739 0.1406
O 2.875263 0.901643 1.943532 0.0228 0.3273 1.1119
O 0.345731 -3.036964 -0.079515 -0.1767 -0.1467 -0.1690
O 1.360511 2.534858 1.943978 0.0702 0.5725 0.5864
N 1.528063 -1.039765 -2.814768 -0.2664 -0.2613 0.2569
N -0.175637 -0.276463 2.510690 0.1893 0.1707 0.1381
C 1.400114 1.088688 3.823729 -0.1123 -0.0644 0.1580
C -0.958688 -3.225568 -0.641820 0.1549 -0.0019 0.2167
C 2.831339 -0.115213 -5.034288 0.2773 0.2515 -0.5076
C 1.929634 1.571993 2.488402 1.0914 -0.3224 0.0831
C 0.611869 0.390239 -6.167354 0.0448 0.0489 -0.0873
C 3.565675 -0.564155 -3.954905 -0.3372 -0.1672 0.4861
C 0.841909 -0.600660 -3.861909 0.0967 0.2386 -0.4790
C 1.446095 -0.115334 -5.026564 -0.3685 -0.2414 0.5497
C 2.835779 -1.022351 -2.858187 0.3444 0.1247 -0.5865
C -1.591894 -1.915861 -1.036131 -0.1209 0.2625 -0.2802
C -0.052024 0.641603 3.652047 -0.0425 -0.0645 -0.1978
H -0.240617 -0.621110 -3.772644 0.0346 -0.0201 0.0402
H -1.540842 -3.738363 0.124610 -0.0514 0.0711 0.0264
H -2.575971 -2.066156 -1.486808 0.0186 -0.0414 0.0266
H 2.036549 0.273245 4.176226 -0.0566 -0.0407 0.0170
H -1.753344 -1.237531 -0.196358 0.0201 -0.1037 0.0888
H -0.224760 -0.276669 -6.377303 0.0214 -0.0267 0.0422
H -1.157501 -0.435370 2.279427 -0.0068 0.0311 0.0168
H 4.644609 -0.558502 -3.938744 0.0138 0.0019 -0.0356
H -0.425687 0.209832 4.589825 -0.0118 -0.0103 0.0581
H 0.189594 1.370344 -5.938919 0.0294 0.0050 0.0279
H 1.454197 1.911136 4.543567 -0.0626 -0.0364 0.0250
H -0.961948 -1.408444 -1.777768 -0.0197 -0.0630 0.0418
H 1.207407 0.482579 -7.076275 -0.0015 0.0103 0.0108
H -0.669294 1.512761 3.430989 0.0329 0.0240 -0.0171
H 3.351488 0.259971 -5.911571 -0.0010 -0.0311 0.0460
H 0.267393 -1.163012 2.722265 -0.0899 -0.0754 -0.0582
H -0.893378 -3.898662 -1.507492 0.0195 -0.0333 -0.0280
H 0.796066 -2.440389 -0.685333 0.2062 0.1070 -0.0178

=====

Record 2
91
Properties=species:S:1:pos:R:3:forces:R:3 method="wB97M-V/def2-TZVPD" homo_energy_ev=-12.774 charge=+1 total_energy_ha=-2397.1871 multiplicity=1 e_lumo_ev=-3.1
Cl 2.578069 -1.404014 -3.925275 -0.2188 -0.0126 0.0210
N 1.602340 -5.735598 5.016367 -0.0900 -0.0389 -0.0025
N -4.543664 4.952206 -8.667892 0.0339 0.0765 -0.0078
N -0.277470 5.231145 -1.811790 0.1175 -0.1315 -0.0466
N -0.885736 -1.399383 -0.618944 -0.1932 1.4959 0.4143
N -4.900589 0.331524 -5.576402 0.1439 0.1510 0.1617
N -4.956324 -3.361306 -7.625561 0.0222 -0.0062 -0.0303
N 3.130662 -0.798289 2.465408 0.1283 -0.0162 -0.1497
N 5.302156 -1.294194 5.603007 0.0529 -0.1002 -0.1174
N 0.492553 -2.664592 -1.648501 0.9096 0.1392 -0.3840
N -2.398008 -0.394902 4.251500 0.1075 -0.3049 -0.0895
N -0.223851 3.752866 1.281741 -0.1438 -0.1782 0.1825
N -2.945575 1.397949 -0.074077 0.2000 -0.2640 0.1151
N 7.323851 1.537897 0.037803 -0.0781 0.0618 -0.0939
N -0.416058 2.050078 7.139255 0.0905 -0.0425 -0.0437
C -2.397117 0.732821 4.458236 0.0166 0.3733 0.0214
C 2.140166 3.747177 0.179525 -0.1193 -0.0409 -0.0164
C -5.417901 -2.089234 -4.760988 -0.1176 0.1053 0.1010
C 0.749319 0.232272 2.678377 0.0415 0.1469 -0.1444
C -2.368401 2.169030 4.713371 -0.1464 0.0146 -0.1041
C -3.993362 -3.947127 -7.413933 0.1476 -0.1414 -0.0766
C 3.444018 -1.240979 -1.279481 -0.5309 -0.8108 -0.4550
C 3.383445 0.165955 6.598850 0.0994 -0.0765 -0.0663
C -5.119725 -0.728935 -5.201152 -0.1512 -0.3827 -0.0696
C -3.443652 0.948528 -2.600476 0.1116 0.1488 0.2010
C 4.457042 -0.653151 6.037665 -0.1584 0.1457 0.1106
C -0.866431 -0.332981 8.104948 0.0228 0.1001 -0.0695
C 7.034110 0.746033 0.815474 0.0255 -0.1517 0.1330
C -2.770978 -4.701205 -7.144755 -0.0807 0.0734 -0.0694
C 1.001040 -1.394378 -1.683280 1.3484 0.8310 -1.2619
C 6.664922 -0.268909 1.800675 -0.0011 0.0859 -0.1024
C 0.150952 -0.587525 -1.055874 -1.0513 0.2269 0.6344
C 3.961172 -2.672780 -1.437483 0.5176 0.2932 0.1828
C 2.370596 -4.979285 4.625155 0.1263 0.1280 -0.0670
C -0.644510 -2.617257 -0.995260 -1.0407 -1.8416 0.3970
C -1.157602 5.825290 -1.380147 -0.1370 0.1010 0.0478
C 2.284974 -0.877198 -2.251237 0.7694 -0.4917 0.7388
C -3.163634 1.198737 -1.183669 -0.1093 -0.0386 -0.3290
C 0.817194 3.742452 0.801096 0.2691 0.0787 -0.1540
C -0.614084 1.002194 7.563786 -0.0093 -0.1749 0.0965
C -5.030309 2.541550 -7.794530 0.0470 0.2475 -0.1721
C 2.089791 -0.324263 2.557306 -0.1432 -0.1068 0.0846
C 3.340217 -4.005295 4.125868 -0.0779 -0.1212 0.0977
C -4.757523 3.891878 -8.287132 -0.0711 -0.1746 0.0330
C -2.278714 6.582332 -0.830283 0.0746 -0.0506 -0.0470
H -6.287705 -2.084606 -4.105945 0.0119 0.0292 0.0214
H 2.033314 3.888948 -0.894915 -0.0457 0.0712 0.0063
H 0.574928 0.574759 3.696305 -0.0507 -0.0056 0.0018
H 2.736824 4.559546 0.588516 0.0203 -0.0028 -0.0053
H 6.646399 0.167901 2.796910 -0.0204 -0.0351 0.0234
H -1.740672 -0.308063 8.751843 -0.0023 -0.0068 0.0104
H -3.033102 2.687836 4.024893 0.0038 -0.0683 -0.0522
H -1.698803 -1.098108 -0.092599 0.0073 0.1154 -0.0187
H -5.894324 2.555073 -7.135370 0.0125 -0.0278 0.0303
H 0.224740 0.471029 -0.899929 -0.3061 0.1308 0.1422
H 5.674217 -0.654921 1.567528 -0.0218 -0.0277 0.1059
H -2.620047 1.324640 -3.204886 -0.0420 0.0262 -0.0528
H 2.962469 0.804963 5.824897 -0.0028 0.0222 0.0148
H -4.566595 -2.500383 -4.219127 0.0014 -0.0117 -0.0106
H -1.914521 -4.173560 -7.559708 0.0045 -0.0079 -0.0120
H 3.885400 -4.424575 3.282610 0.0240 0.0045 0.0032
H -1.045939 -1.032017 7.289682 -0.0257 0.0052 -0.0071
H -1.277659 -3.455278 -0.768456 -0.0190 -0.1404 -0.0567
H -4.358788 1.455789 -2.896295 -0.0072 -0.0170 -0.0375
H -2.838643 -5.686241 -7.601551 0.0045 -0.0078 0.0004
H -0.006189 -0.665950 8.682411 -0.0109 0.0020 0.0246
H -4.173262 2.168638 -7.243346 -0.0184 -0.0276 0.0342
H 2.647515 2.802287 0.373806 0.0431 0.0282 0.0347
H 4.901531 -2.738750 -0.891064 -0.0180 -0.1464 0.0843
H 4.250953 -0.520563 -1.375602 0.0112 0.0712 -0.0422
H 2.208533 0.205711 -2.259874 -0.1637 0.0526 -0.1837
H 0.007288 -0.524175 2.429541 -0.0370 -0.0102 0.1166
H 3.299156 -3.420517 -0.997964 -0.1240 -0.0030 -0.0977
H -1.928868 7.221304 -0.022365 0.0001 -0.0011 0.0095
H -3.029510 5.896500 -0.443378 0.0081 -0.0078 0.0196
H 0.952392 -3.473551 -2.040636 -0.1432 -0.1014 -0.0037
H -5.231899 1.876382 -8.631961 -0.0064 -0.0112 0.0040
H -2.636970 -4.815246 -6.070639 -0.0011 -0.0215 0.0000
H 2.825511 -3.103371 3.802332 0.0534 0.0371 -0.0063
H 4.047256 -3.745463 4.911399 0.0260 0.0402 -0.0286
H 3.000508 -1.194097 -0.284535 0.2770 0.4861 0.1755
H -5.625088 -2.712801 -5.628754 -0.0041 0.0843 0.0512
H 3.775272 0.789415 7.399683 -0.0140 0.0117 0.0046
H 0.645701 1.077184 1.996654 -0.0971 0.0717 0.0875
H 4.194675 -2.928015 -2.467032 -0.1011 -0.0314 -0.0760
H 2.600848 -0.477002 6.997529 -0.0007 0.0023 0.0087
H 7.384085 -1.085350 1.785416 0.0195 0.0156 0.0011
H -2.722823 7.199770 -1.608381 0.0030 0.0076 -0.0033
H -3.556916 -0.118575 -2.780026 -0.0438 0.0016 0.0069
H -2.682953 2.364947 5.734602 0.0426 0.0308 0.0188
H -1.355578 2.541401 4.580497 -0.0015 0.0475 0.0482

=====

Record 3
35
Properties=species:S:1:pos:R:3:forces:R:3 method="wB97M-V/def2-TZVPD" homo_energy_ev=-8.265 relative_energy_kj_mol=55.39 charge=0 smiles="N[C@@]1(C(=O)O)CCNC[C@H]1CCCB(O)O" total_energy_ha=-789.7658 multiplicity=1 e_lumo_ev=0.5
O -1.152719 -0.462021 -2.455606 -1.3631 0.7275 -1.0608
O -1.270813 1.664666 -3.597580 -0.9203 0.0644 -1.1547
O 2.570773 -1.838698 2.254639 -0.9772 0.2955 -1.1592
O 2.145980 -1.506726 -0.000047 0.6886 -0.9544 2.1496
N -2.189393 -0.039331 1.459999 -0.3050 0.2215 1.0548
N 0.383687 -0.228344 2.815259 -0.1506 0.0616 -0.5029
C 0.418019 -0.812587 1.447606 0.0369 -0.0997 0.7490
C -0.631348 -1.960029 1.399951 1.1816 -0.5701 0.1015
C -1.371620 0.767670 0.562116 0.1955 0.4632 0.2652
C 0.036040 0.177081 0.290050 0.6287 -0.4645 -0.9474
C 0.932283 1.000471 -2.599873 -0.6206 -0.3457 -0.4263
C 1.144031 1.222688 -0.058729 0.2918 -1.2223 -0.0485
C -2.056338 -1.482405 1.240936 -0.9651 0.8993 -0.2056
C 0.977039 1.963320 -1.382670 -0.5331 -0.3259 -0.3381
C 1.809221 -1.437391 1.175853 -0.3667 0.4860 -2.1445
B -0.558174 0.668562 -2.966334 0.9016 0.7269 0.5584
H -0.344075 -2.636591 0.590377 -0.0853 -0.0081 -0.0126
H 3.343216 -2.301860 1.898020 0.0128 0.1037 -0.0955
H 0.053479 2.556772 -1.392125 0.1826 0.1197 0.1044
H 1.303622 1.487686 -3.502319 0.4562 0.1756 0.0962
H -0.061765 -0.464558 -0.625799 0.1844 0.3557 1.1267
H -1.906323 0.156488 2.426448 -0.1045 -0.1189 -0.5670
H 1.482258 0.080427 -2.459677 0.5019 -0.1108 0.3036
H -1.293257 1.811707 0.938302 -0.0124 -0.6568 0.2114
H -0.890981 2.294074 -4.254640 -0.0681 -1.0242 1.2745
H 0.861499 0.659091 2.810136 0.1590 0.2890 0.0488
H 1.805452 2.638615 -1.560774 0.1664 0.2697 0.3652
H 2.125823 0.710433 -0.141824 -0.6744 0.1380 0.1163
H -2.778592 -2.006042 1.884880 0.4952 0.1779 0.2005
H 0.903510 -0.825292 3.455016 -0.1593 0.0566 -0.1433
H 1.245816 1.864924 0.790380 -0.0173 0.9978 0.4686
H -2.475094 -1.680870 0.254398 0.3913 -0.0443 -0.3650
H -2.108883 -0.424531 -2.679333 0.6737 -0.3011 0.2243
H -0.495611 -2.504105 2.331423 -0.1178 -0.2346 0.1592
H -1.956762 0.886707 -0.348463 0.2927 -0.1480 -0.4067

=====

Record 4
37
Properties=species:S:1:pos:R:3:forces:R:3 method="wB97M-V/def2-TZVPD" homo_energy_ev=-15.658 relative_energy_kj_mol=0.00 charge=+2 total_energy_ha=-1827.0282 multiplicity=1 e_lumo_ev=-7.8
I 0.767320 -1.800948 0.897189 -0.3072 -0.1714 0.5598
Y -0.094886 1.494808 0.470002 0.8034 -0.5861 -0.4775
Cl 0.528592 3.858035 0.394916 -0.2871 -0.8819 0.0904
P 1.704606 0.246370 -1.884127 0.8630 -0.0642 -1.1538
O -1.904146 -3.193414 0.248050 1.9850 1.8341 -0.4732
O -0.775463 -2.027776 -2.432146 -1.0655 1.1920 2.1636
N -3.888333 0.197391 5.423685 0.4820 -0.0349 -0.6141
N -1.706213 0.673017 1.919899 0.1417 0.3051 0.3767
C 2.247825 -1.447319 -2.406994 -0.4539 -0.3485 0.9461
C -1.127473 -2.361837 -0.109562 -1.7707 -1.5203 0.0149
C 3.371241 1.009658 -1.908390 -0.2869 0.4155 0.5301
C -1.707104 -0.106419 -1.309018 -0.0496 0.8403 -0.1705
C -1.440219 1.460678 3.019400 -0.9191 -1.1201 -0.0223
C -1.185220 -1.515004 -1.400664 1.1738 -1.3810 -1.7641
C -3.339994 -0.547543 3.220586 0.4747 0.1424 -0.9840
C -2.119483 1.300273 4.205844 0.6865 0.8637 0.1222
C 0.946490 0.803108 -3.454957 -0.4245 0.4481 0.1813
C -2.638305 -0.328406 2.054231 0.1758 0.3190 0.6445
C -3.122280 0.314144 4.319945 -0.9403 -0.2062 0.6974
H 1.407354 -2.058488 -2.744807 0.2110 0.1420 -0.0075
H -2.788089 -0.985772 1.191708 -0.0962 0.3849 0.4316
H -4.616726 -0.500528 5.493114 0.1821 0.0977 -0.1020
H 2.994874 -1.376094 -3.200240 -0.1241 0.2304 0.0623
H 2.698711 -1.954294 -1.542293 0.0236 0.0845 -0.3291
H -0.639781 2.211537 2.911352 -0.3627 0.0021 0.2120
H 3.847299 0.912060 -2.892193 -0.2088 0.0245 0.2482
H -3.779931 0.806067 6.215833 0.1003 0.0930 0.0430
H -4.071523 -1.348613 3.271670 0.1313 0.1189 -0.0153
H -2.554891 -0.081759 -2.002593 -0.1319 0.2265 0.2465
H 0.585267 1.835238 -3.321520 0.1294 -0.1874 -0.2703
H 3.261925 2.064226 -1.629768 0.3305 -0.1121 -0.1488
H -1.910568 1.960922 5.057865 -0.0215 -0.3264 -0.4603
H -2.057445 0.195457 -0.297310 -0.1016 -0.3764 -0.6534
H 3.986828 0.503242 -1.151248 -0.0863 0.2004 -0.2155
H -0.988406 0.638353 -1.752834 -0.4457 -0.7579 0.1035
H 1.663405 0.775254 -4.282947 -0.1344 -0.0216 0.1900
H 0.082557 0.166906 -3.700873 0.3238 0.1312 -0.0023

=====

Record 5
17
Properties=species:S:1:pos:R:3:forces:R:3 method="wB97M-V/def2-TZVPD" homo_energy_ev=-13.421 relative_energy_kj_mol=388.34 charge=+1 total_energy_ha=-322.3127 multiplicity=1 e_lumo_ev=-4.5
N 1.801707 -0.750215 -0.936153 -0.9579 2.0330 0.8046
N -0.111152 1.161101 -0.144955 -0.7650 -1.1550 2.0096
N 0.193420 2.465890 -0.230819 -2.4956 2.7263 1.1097
C 2.492007 -1.332203 -1.792107 0.7832 -3.5639 0.9442
C -1.516697 -0.628190 1.011663 2.6226 1.2143 -1.6051
C -1.208784 0.732980 0.501636 0.7848 2.1202 -0.3395
C -2.520090 -0.923791 1.800882 -1.4465 -0.3131 1.7593
H -0.690649 -1.317533 0.789692 -0.7343 -0.1766 0.0422
H 3.001836 -2.400230 -1.614147 -0.8940 2.4842 -0.4767
H -3.265389 -0.197873 2.185724 0.5326 -0.3630 -0.6972
H 2.455682 -0.896705 -2.751093 0.5757 0.2453 -1.2702
H 1.692594 -1.080415 0.003469 0.7040 -1.2387 0.3882
H -2.621233 -1.925257 2.263643 0.1869 0.6632 -0.5821
H -1.868033 1.635534 0.773907 0.6656 -1.7062 -0.4469
H -0.579700 3.171270 -0.057866 1.3474 -1.5085 -0.3548
H 0.811913 0.650239 -0.335127 -1.4301 -0.9261 -0.5525
H 0.932973 2.812196 -0.795541 0.5207 -0.5354 -0.7330

=====

Record 6
37
Properties=species:S:1:pos:R:3:forces:R:3 method="wB97M-V/def2-TZVPD" homo_energy_ev=-12.241 charge=+1 total_energy_ha=-1046.7175 multiplicity=1 e_lumo_ev=-2.8
I -2.196531 -0.227560 -2.823217 0.7462 0.4844 -0.0559
O 2.442198 -1.401586 -4.782485 0.3645 1.3931 4.5153
O -0.060744 -0.910925 0.347122 0.2429 -0.0337 0.0675
O -0.773528 1.935357 -4.370812 0.6303 -3.6827 4.6795
O 2.918840 0.036463 -2.939488 -1.9432 -1.8884 -1.1249
N -1.486959 -0.462566 2.966463 -0.0848 0.1243 -0.1378
C 0.764785 1.305640 -2.498333 -0.6751 -0.5835 0.1664
C -0.500546 -1.062238 3.937732 -0.2614 0.1133 -0.2894
C -0.603069 1.189042 -3.369512 0.9222 3.8871 -3.6854
C -1.877031 -1.466109 1.865391 0.4627 0.3298 -0.0481
C 2.080648 1.127295 -3.409009 0.1548 2.3001 -0.8545
C 3.033662 2.450282 -3.409251 -0.0872 -0.7986 -0.4478
C -2.749847 -0.086997 3.718705 0.3675 -0.2312 -0.2353
C -0.712340 -1.979753 1.017004 0.2250 0.0503 -0.0296
C -0.902485 0.808802 2.370090 0.0396 -0.0903 0.5269
C 2.597008 -1.202033 -3.560982 0.0530 -1.0200 -2.8580
H -1.527377 1.125127 1.535923 0.1448 -0.0717 0.0398
H -3.177902 -0.993565 4.149037 0.0142 0.1252 -0.0608
H -0.316267 -0.337902 4.732995 -0.0496 -0.0965 -0.1127
H 0.018320 -2.521179 1.626217 -0.1941 -0.1162 0.0956
H 0.726652 -1.272057 -0.088820 -0.2929 0.1456 0.0668
H 3.110973 2.938386 -2.377703 -0.1737 -0.6889 -1.4772
H 0.430597 -1.276578 3.414339 -0.1272 0.0244 0.0612
H 1.734286 1.005053 -4.490371 0.6986 -0.3112 1.4906
H -0.931864 -1.976917 4.347388 0.0749 0.1069 -0.0173
H -0.895407 1.573258 3.151827 -0.1389 -0.1581 -0.0729
H 4.079934 2.082052 -3.733159 -1.7078 0.7197 0.5242
H 0.123874 0.621961 2.060940 -0.3042 -0.0414 -0.1569
H 2.526256 -2.118404 -2.856906 0.3923 1.7222 -0.5969
H -2.604376 -0.951637 1.231899 0.0952 -0.0097 0.0936
H -1.097949 -2.671188 0.261532 -0.3078 -0.1084 0.2959
H -2.368337 -2.304679 2.365711 0.0912 0.0986 -0.0542
H 0.707038 0.490480 -1.700729 0.2252 1.2747 -0.9766
H -3.446209 0.372501 3.016068 0.0775 -0.0636 0.0969
H 0.772084 2.350830 -2.009962 -0.2097 -1.6755 -0.7775
H -2.486226 0.617728 4.509045 -0.0256 -0.1036 -0.1341
H 2.647836 3.193615 -4.204688 0.5605 -1.1263 1.4840